(1)
Molecular formula: C10H24BBr2CaCl2F4NO11PV
Method: DFT, ωB97M-V with the def2-TZVPD basis set

## Properties
Kohn-Sham gap (eV): 1.92
F_max (eV/A): 4.78
E_HOMO (eV): -7.9
Total charge: 0

Geometry (Å):
C1 -0.842 -3.200 0.883
C2 0.309 -3.440 1.125
C3 1.668 -3.723 1.412
P1 1.792 -4.422 3.135
H1 -1.628 -2.564 0.740
H2 2.056 -4.407 0.669
H3 2.187 -2.771 1.340
H4 1.260 -3.419 3.940
H5 3.166 -4.506 3.372
O1 -0.016 -1.232 3.620
Cl1 -0.232 -0.170 2.696
O2 0.923 -0.150 1.742
O3 -0.343 1.074 3.354
O4 -1.404 -0.432 1.896
Ca1 -2.893 -2.684 -0.404
B1 0.304 -3.349 -3.618
F1 0.873 -2.072 -3.734
F2 0.295 -3.996 -4.840
F3 0.995 -4.107 -2.663
F4 -1.036 -3.170 -3.161
C4 -3.335 -0.510 -4.069
O5 -3.114 -1.467 -3.233
O6 -2.141 -0.112 -4.726
O7 -4.358 0.073 -4.327
H6 -1.504 -0.753 -4.364
O8 -4.723 0.663 0.149
H7 -4.629 0.384 1.067
H8 -5.401 1.358 0.201
O9 -4.191 5.118 1.512
V1 -5.347 4.438 0.606
O10 -6.078 3.118 -0.066
Cl2 0.699 0.316 -0.467
C5 1.409 5.619 5.662
C6 0.301 4.592 5.422
C7 1.098 3.388 4.934
O11 2.375 3.462 5.576
C8 2.535 4.739 6.192
H9 1.132 6.414 6.352
H10 1.703 6.077 4.715
H11 -0.198 4.357 6.364
H12 -0.454 4.917 4.709
H13 1.254 3.426 3.852
H14 0.624 2.441 5.179
H15 2.458 4.610 7.278
H16 3.525 5.131 5.961
N1 -1.778 1.133 -2.153
H17 -2.477 1.743 -1.734
H18 -1.069 0.870 -1.439
H19 -2.241 0.282 -2.523
H20 -1.311 1.613 -2.921
Br1 2.418 -1.277 -6.154
C9 3.633 -2.389 -7.175
C10 3.398 -3.848 -6.882
Br2 4.139 -4.361 -5.161
H21 4.641 -2.071 -6.937
H22 3.421 -2.171 -8.219
H23 3.912 -4.469 -7.613
H24 2.344 -4.105 -6.859

=====

(2)
Molecular formula: C20H30B3F12K2O15
Method: DFT, ωB97M-V with the def2-TZVPD basis set

## Properties
Kohn-Sham gap (eV): 9.85
F_max (eV/A): 1.35
E_HOMO (eV): -8.9
Total charge: -1

Geometry (Å):
K1 1.645 2.704 -1.401
K2 1.945 0.235 2.128
B1 0.165 -0.005 -0.474
F1 -0.136 0.694 -1.689
F2 1.576 -0.088 -0.446
F3 -0.203 0.785 0.620
F4 -0.387 -1.266 -0.500
B2 4.889 -0.183 0.646
F5 5.167 0.378 1.893
F6 3.923 -1.227 0.814
F7 4.262 0.789 -0.191
F8 6.037 -0.692 0.054
B3 2.471 3.523 1.767
F9 1.347 2.791 1.293
F10 3.366 2.614 2.323
F11 3.079 4.081 0.610
F12 2.037 4.504 2.652
C1 4.936 -4.480 -0.173
C2 3.430 -4.544 -0.142
C3 2.734 -3.315 -0.741
O1 1.914 -3.847 -1.792
C4 2.142 -5.169 -1.944
O2 1.657 -5.840 -2.799
O3 2.956 -5.628 -0.970
H1 5.264 -3.755 0.571
H2 5.315 -4.230 -1.163
H3 5.328 -5.465 0.094
H4 3.082 -4.758 0.871
H5 3.478 -2.646 -1.174
H6 2.126 -2.728 -0.057
C5 0.005 -2.662 -4.434
C6 1.282 -1.876 -4.641
C7 1.792 -1.176 -3.379
O4 3.200 -1.337 -3.466
C8 3.451 -2.445 -4.211
O5 4.491 -3.017 -4.250
O6 2.362 -2.784 -4.926
H7 -0.135 -3.389 -5.237
H8 -0.865 -2.005 -4.468
H9 0.067 -3.215 -3.499
H10 1.169 -1.186 -5.482
H11 1.395 -1.642 -2.484
H12 1.533 -0.119 -3.374
C9 -3.167 2.408 -2.957
C10 -3.502 1.758 -1.621
C11 -4.209 2.657 -0.600
O7 -5.567 2.233 -0.662
C12 -5.661 1.095 -1.384
O8 -6.680 0.547 -1.636
O9 -4.432 0.696 -1.805
H13 -2.872 3.457 -2.892
H14 -4.059 2.420 -3.591
H15 -2.381 1.839 -3.449
H16 -2.578 1.342 -1.216
H17 -4.087 3.703 -0.881
H18 -3.856 2.506 0.420
C13 -1.357 4.797 1.322
C14 -1.442 3.665 2.306
C15 -0.753 3.941 3.637
O10 -1.621 3.289 4.579
C16 -2.862 3.213 4.048
O11 -3.839 2.910 4.651
O12 -2.828 3.538 2.735
H19 -0.334 4.985 1.001
H20 -1.781 5.694 1.773
H21 -1.929 4.597 0.412
H22 -1.175 2.689 1.899
H23 -0.718 5.009 3.848
H24 0.228 3.489 3.715
C17 -1.707 -0.788 4.493
C18 -2.031 -0.755 3.023
C19 -2.251 -2.126 2.368
O13 -3.400 -1.951 1.562
C20 -4.026 -0.801 1.899
O14 -5.055 -0.429 1.442
O15 -3.302 -0.121 2.819
H25 -1.681 0.238 4.864
H26 -0.722 -1.231 4.649
H27 -2.474 -1.333 5.038
H28 -1.313 -0.180 2.440
H29 -2.449 -2.876 3.146
H30 -1.419 -2.502 1.776

=====

(3)
Molecular formula: C2H9NO2
Method: DFT, ωB97M-V with the def2-TZVPD basis set

## Properties
Kohn-Sham gap (spin up / spin down) (eV): 11.15 / 6.01
F_max (eV/A): 1.34
Energy relative to the best compared isomer or geometry (same formula, charge and spin) (eV): 1.742
2S+1: 2
E_HOMO (spin up / spin down) (eV): -14.7 / -14.7
Total charge: +1

Geometry (Å):
C1 -2.331 -1.123 0.318
O1 -1.572 -0.225 -0.532
H1 -1.920 -1.154 1.319
H2 -3.368 -0.822 0.206
H3 -2.269 -2.143 -0.058
H4 -1.003 -0.726 -1.121
N1 1.996 0.857 -0.953
C2 1.767 1.125 0.441
O2 0.971 0.030 0.728
H5 2.667 0.149 -1.242
H6 1.159 0.768 -1.538
H7 2.674 1.029 1.036
H8 1.213 2.056 0.532
H9 0.014 0.178 0.864

=====

(4)
Molecular formula: C4H8NO3
Method: DFT, ωB97M-V with the def2-TZVPD basis set

## Properties
Kohn-Sham gap (eV): 8.38
F_max (eV/A): 4.87
Energy relative to the best compared isomer or geometry (same formula, charge and spin) (eV): 1.127
E_HOMO (eV): -4.5
Total charge: -1

Geometry (Å):
C1 2.068 1.302 2.189
C2 0.745 0.571 1.950
O1 -0.013 1.202 1.180
O2 0.521 -0.588 2.247
H1 2.752 1.161 1.398
H2 2.671 0.928 3.088
H3 1.774 2.366 2.291
C3 0.436 -0.544 -2.362
C4 -1.056 -0.615 -1.912
O3 -1.857 -1.069 -2.714
N1 -1.286 -0.383 -0.571
H4 -2.116 -0.890 -0.370
H5 -0.667 0.194 0.010
H6 1.172 -0.248 -1.630
H7 0.592 -0.094 -3.245
H8 0.536 -1.651 -2.350

=====

no.,E_tot (eV)
1,-264848.8638
2,-119257.2162
3,-7794.9820
4,-11912.1670